A cluster of 2 separate species, C9H9NS in total, computed with ωB97M-V with the def2-TZVPD basis set.

Geometry as XYZ:
```
20
Properties=species:S:1:pos:R:3
C -0.748 2.956 1.027
C -0.729 2.085 0.195
C 3.036 0.217 0.542
C 2.980 -0.845 -0.283
C 0.998 0.526 -0.162
C -0.556 -1.746 0.896
C -1.047 -0.590 1.231
C -1.004 0.402 -1.729
C -0.272 0.952 -0.528
N 1.930 0.981 0.689
S 1.551 -0.865 -1.178
H -0.967 3.664 1.774
H 3.924 0.258 1.186
H 3.885 -1.518 -0.307
H -0.483 -2.688 1.482
H 0.004 -1.748 -0.047
H -1.602 0.307 1.273
H -0.828 1.015 -2.635
H -0.674 -0.577 -1.970
H -2.029 0.318 -1.560
```

LUMO (spin up / spin down)   0.2 / -0.8 eV
Spin multiplicity   1
Charge   0
Largest force on an atom   2.75 eV Å⁻¹
HOMO (spin up / spin down)   -7.35 / -7.54 eV
Kohn-Sham gap (spin up / spin down)   0.276 / 0.248 Eh

Löwdin population analysis, charges in e, atoms 1 to 5:
1 C 0.153
2 C -0.137
3 C -0.279
4 C -0.448
5 C -0.528

---

An isolated molecule of C4H6N2OS, computed with ωB97M-V with the def2-TZVPD basis set.

Geometry as XYZ:
```
14
Properties=species:S:1:pos:R:3
C -0.885 1.283 0.108
C 0.437 1.161 0.068
C 1.562 0.439 0.439
C -1.155 -1.081 -0.089
N -1.775 0.232 0.098
N 2.321 -0.206 -0.599
O 1.892 0.290 1.603
S -3.351 0.344 0.451
H -1.446 2.260 0.364
H -1.965 -1.861 -0.481
H -0.381 -0.953 -0.891
H -0.803 -1.664 0.829
H 2.233 0.108 -1.552
H 3.317 -0.351 -0.346
```

LUMO (spin up / spin down)   -2.8 / -2.8 eV
Spin multiplicity   1
Charge   0
Largest force on an atom   4.02 eV Å⁻¹
HOMO (spin up / spin down)   -8.11 / -8.05 eV
Kohn-Sham gap (spin up / spin down)   0.194 / 0.193 Eh

Löwdin population analysis, charges in e, atoms 1 to 5:
1 C -0.236
2 C 0.085
3 C -0.647
4 C -0.122
5 N -0.641

---

The ion C3H8FN2 with charge +1, computed with ωB97M-V with the def2-TZVPD basis set.

Geometry as XYZ:
```
14
Properties=species:S:1:pos:R:3
C 0.934 0.852 0.886
C 0.327 -0.526 0.669
C -1.198 0.591 -0.924
N -0.107 1.822 0.803
N -0.372 -0.560 -0.679
F 0.328 2.941 0.194
H 1.322 0.870 1.918
H 1.774 1.066 0.216
H 1.089 -1.307 0.700
H -0.426 -0.719 1.435
H -2.173 0.612 -0.478
H -0.976 1.223 -1.763
H 0.342 -0.650 -1.415
H -0.940 -1.420 -0.685
```

LUMO (spin up / spin down)   -5.0 / -4.6 eV
Spin multiplicity   1
Charge   +1
Largest force on an atom   2.07 eV Å⁻¹
HOMO (spin up / spin down)   -14.32 / -14.02 eV
Kohn-Sham gap (spin up / spin down)   0.344 / 0.345 Eh

Löwdin population analysis, charges in e, atoms 1 to 5:
1 C -0.206
2 C -0.091
3 C 0.097
4 N 0.053
5 N 0.009

---

An isolated molecule of BH3S3, computed with ωB97M-V with the def2-TZVPD basis set.

Geometry as XYZ:
```
7
Properties=species:S:1:pos:R:3
S -2.268 -0.959 -0.600
B -0.784 -0.120 0.086
S -0.850 0.329 1.791
S 0.714 -0.078 -0.991
H -2.150 -0.608 -2.010
H 0.401 0.116 1.952
H 1.691 -0.088 0.082
```

LUMO   0.1 eV
Spin multiplicity   1
Structure (SMILES)   SB(S)S
Charge   0
Largest force on an atom   2.31 eV Å⁻¹
HOMO   -9.49 eV
Kohn-Sham gap   0.352 Eh

Löwdin population analysis, charges in e, atoms 1 to 5:
1 S 0.611
2 B -1.630
3 S 0.753
4 S 0.620
5 H -0.072

---

A cluster of 2 separate species, C3BrF5 in total, computed with ωB97M-V with the def2-TZVPD basis set.

Geometry as XYZ:
```
9
Properties=species:S:1:pos:R:3
C -0.433 0.493 0.499
C 1.826 0.775 -0.273
C -1.222 -0.720 0.013
F -0.997 1.591 0.065
F 2.386 1.890 0.059
F -0.911 -1.789 0.752
F -2.539 -0.513 0.150
F -0.997 -1.040 -1.269
Br 2.887 -0.687 0.005
```

LUMO (spin up / spin down)   -1.5 / -1.5 eV
Spin multiplicity   1
Charge   0
Largest force on an atom   2.33 eV Å⁻¹
HOMO (spin up / spin down)   -9.29 / -9.16 eV
Kohn-Sham gap (spin up / spin down)   0.286 / 0.283 Eh

Löwdin population analysis, charges in e, atoms 1 to 5:
1 C 0.059
2 C -0.617
3 C -0.671
4 F 0.068
5 F -0.016

---

A structure of composition C21H24ClHoN2O10, computed with ωB97M-V with the def2-TZVPD basis set.

Geometry as XYZ:
```
59
Properties=species:S:1:pos:R:3
Ho 0.449 -0.009 -0.524
C 1.590 -2.677 1.883
C 1.445 -1.342 2.603
O 1.776 -0.243 1.774
C 3.130 0.175 1.724
C 3.953 -0.639 0.731
O 3.176 -0.822 -0.431
C 3.740 -1.743 -1.339
C 2.733 -1.958 -2.467
O 1.401 -1.974 -1.990
C 0.840 -3.231 -1.647
C 1.240 -3.648 -0.240
O 1.064 -2.514 0.587
H 1.044 -3.448 2.439
H 2.641 -2.987 1.820
H 2.044 -1.336 3.518
H 0.394 -1.202 2.852
H 3.591 0.123 2.714
H 3.088 1.210 1.390
H 4.223 -1.616 1.153
H 4.880 -0.100 0.503
H 3.965 -2.681 -0.815
H 4.678 -1.356 -1.753
H 2.969 -2.880 -3.004
H 2.781 -1.117 -3.156
H 1.125 -3.998 -2.371
H -0.236 -3.067 -1.685
H 2.288 -3.973 -0.203
H 0.613 -4.481 0.097
O -1.689 -0.716 -3.947
C -1.466 -0.280 -2.833
O -1.045 -0.921 -1.804
C -1.788 1.186 -2.523
C -2.775 1.868 -3.216
C -3.143 3.129 -2.779
C -2.485 3.678 -1.687
C -1.478 2.946 -1.083
N -1.139 1.720 -1.482
H -3.241 1.386 -4.064
H -3.938 3.674 -3.271
H -2.746 4.656 -1.308
H -0.923 3.333 -0.237
O 2.024 1.690 -0.745
N 2.057 1.680 -2.002
O 1.368 0.766 -2.518
Cl -6.088 3.261 3.563
C -4.681 2.503 2.938
C -3.393 3.021 3.290
C -2.292 2.428 2.787
C -2.416 1.269 1.919
C -3.718 0.761 1.581
C -4.824 1.360 2.067
C -1.203 0.675 1.333
O -0.210 1.436 1.140
O -1.177 -0.551 1.018
H -3.306 3.874 3.949
H -1.307 2.808 3.020
H -3.800 -0.098 0.928
H -5.806 0.990 1.807
```

LUMO (spin up / spin down)   0.4 / 0.4 eV
Spin multiplicity   5
Charge   0
⟨S²⟩   6.00
Largest force on an atom   3.38 eV Å⁻¹
HOMO (spin up / spin down)   -8.73 / -8.73 eV
Kohn-Sham gap (spin up / spin down)   0.334 / 0.334 Eh

Löwdin population analysis, charges in e, atoms 1 to 5:
1 Ho 1.709
2 C -0.165
3 C -0.142
4 O -0.208
5 C -0.145